Record 1
{"formula": "C24H60In2N4NaO16P2", "method": "ωB97M-V/def2-TZVPD", "e_homo_ev": -10.49, "homo_lumo_gap_ha": 0.120, "total_charge": 1, "fmax_ev_per_a": 3.36, "relative_energy_ev": 0.000, "symbols": ["In", "In", "Na", "P", "O", "O", "O", "O", "P", "O", "O", "O", "O", "C", "O", "C", "C", "N", "C", "C", "O", "C", "H", "H", "H", "H", "H", "H", "H", "H", "H", "H", "H", "H", "H", "H", "H", "C", "O", "C", "C", "N", "C", "C", "O", "C", "H", "H", "H", "H", "H", "H", "H", "H", "H", "H", "H", "H", "H", "H", "H", "C", "O", "C", "C", "N", "C", "C", "O", "C", "H", "H", "H", "H", "H", "H", "H", "H", "H", "H", "H", "H", "H", "H", "H", "C", "O", "C", "C", "N", "C", "C", "O", "C", "H", "H", "H", "H", "H", "H", "H", "H", "H", "H", "H", "H", "H", "H", "H"], "coordinates": [[1.7484, -3.3336, 1.0675], [3.4672, 0.7679, 2.1606], [0.3952, -2.4874, -2.4630], [0.9708, -0.3526, 0.3675], [0.9732, 1.1419, 0.2501], [0.9460, -0.6969, 1.9113], [2.4250, -0.8145, 0.1542], [0.0283, -1.2546, -0.4257], [4.0331, -1.9776, 3.3050], [4.0468, -0.5033, 3.9187], [2.7481, -2.7914, 3.5528], [5.2452, -2.7884, 3.7769], [4.0549, -1.8352, 1.7662], [1.2988, 0.1942, 4.4238], [1.9188, 1.3553, 3.8116], [0.8747, 2.2256, 3.3527], [1.4282, 3.4793, 2.6496], [2.2661, 3.0685, 1.5350], [2.7115, 4.1777, 0.7455], [3.6866, 3.4650, -0.2200], [4.6936, 2.7863, 0.4227], [6.0176, 2.9636, -0.0284], [2.0992, -0.5311, 4.5517], [0.4887, -0.1838, 3.8016], [0.9089, 0.4737, 5.4044], [0.4549, 2.5622, 4.3041], [0.2290, 1.5935, 2.7433], [1.9023, 4.1184, 3.3965], [0.5870, 4.0770, 2.2810], [1.6217, 2.3974, 1.1211], [3.2995, 4.9537, 1.2387], [1.9100, 4.7134, 0.2285], [3.9863, 4.2173, -0.9551], [3.1073, 2.7638, -0.8289], [6.8329, 2.5216, 0.5479], [6.3794, 3.9909, 0.0909], [6.2199, 2.6949, -1.0663], [-5.2920, -0.0640, -3.4721], [-4.1673, -0.3581, -2.6438], [-3.5948, 0.8662, -2.2041], [-2.5718, 0.6013, -1.0551], [-1.8974, 1.8416, -0.5711], [-2.7048, 2.7115, 0.3053], [-3.3126, 1.8959, 1.4073], [-3.4319, 2.7061, 2.5840], [-4.2940, 2.2062, 3.5461], [-5.7782, -0.9263, -3.9317], [-4.9640, 0.4713, -4.3659], [-6.0395, 0.4036, -2.8296], [-4.4017, 1.3299, -1.6237], [-3.2235, 1.5716, -2.9485], [-1.6813, 0.0722, -1.4145], [-3.0905, 0.0841, -0.2493], [-0.9567, 1.6695, -0.2506], [-3.3264, 3.3907, -0.2776], [-1.9240, 3.3659, 0.7011], [-2.6769, 1.0577, 1.7036], [-4.3021, 1.5880, 1.0559], [-3.9410, 1.1954, 3.7898], [-5.3413, 2.1640, 3.2329], [-4.2600, 2.7550, 4.4872], [0.5799, 1.8794, -7.0688], [0.9633, 1.7249, -5.7459], [0.0970, 0.9522, -4.9670], [0.5123, 0.8983, -3.4709], [1.4336, -0.2011, -3.0663], [2.7502, -0.0800, -3.6870], [3.6706, -1.2082, -3.3301], [4.9242, -1.0094, -3.9443], [5.8795, -1.9564, -3.5235], [-0.4061, 2.3259, -7.2063], [0.7393, 0.9736, -7.6670], [1.3629, 2.4781, -7.5403], [0.0168, -0.0298, -5.4478], [-0.9102, 1.3812, -4.9363], [-0.4932, 0.7481, -3.0771], [0.9278, 1.8402, -3.1103], [1.5700, 0.0040, -2.0816], [3.1539, 0.9233, -3.5274], [2.5085, -0.1619, -4.7495], [3.2300, -2.1496, -3.6829], [3.8308, -1.2926, -2.2498], [6.8538, -1.5315, -3.7645], [5.8221, -2.8889, -4.0919], [5.8396, -2.1860, -2.4565], [-0.5478, -5.6173, 4.0726], [-0.5344, -4.4749, 3.2354], [-1.6528, -3.6524, 3.4637], [-1.8078, -2.5605, 2.3698], [-1.5679, -2.9710, 1.0073], [-2.5883, -3.7640, 0.2893], [-3.8568, -2.9452, -0.0203], [-4.7204, -3.0509, 1.1026], [-5.5336, -1.9171, 1.3734], [-0.3327, -5.3640, 5.1130], [0.3761, -6.1649, 3.8579], [-1.2780, -6.4125, 3.9182], [-1.6684, -3.2240, 4.4676], [-2.5796, -4.2202, 3.3227], [-1.0827, -1.7893, 2.6480], [-2.7845, -2.0709, 2.4364], [-1.3378, -2.1377, 0.4817], [-2.8791, -4.5949, 0.9347], [-2.1718, -4.2490, -0.5949], [-4.2929, -3.2940, -0.9605], [-3.5102, -1.9415, -0.2701], [-6.4363, -1.7495, 0.7740], [-5.0223, -0.9880, 1.1027], [-5.8782, -2.0324, 2.3984]], "lowdin_charge": [1.117, 1.412, 0.602, -0.057, -0.317, -0.382, -0.368, -0.413, 0.034, -0.351, -0.238, -0.125, -0.331, -0.062, -0.270, -0.164, -0.145, -0.072, -0.137, -0.236, -0.217, -0.079, 0.059, 0.073, 0.113, 0.145, 0.116, 0.136, 0.141, 0.033, 0.140, 0.146, 0.139, 0.124, 0.097, 0.099, 0.102, -0.101, -0.199, -0.210, -0.193, -0.053, -0.184, -0.218, -0.194, -0.134, 0.085, 0.089, 0.091, 0.111, 0.123, 0.080, 0.076, 0.046, 0.120, 0.112, 0.126, 0.119, 0.084, 0.090, 0.088, -0.123, -0.190, -0.219, -0.144, -0.080, -0.186, -0.232, -0.168, -0.104, 0.096, 0.091, 0.093, 0.128, 0.118, 0.092, 0.130, 0.048, 0.136, 0.125, 0.123, 0.116, 0.092, 0.090, 0.088, -0.105, -0.234, -0.207, -0.187, -0.052, -0.146, -0.201, -0.175, -0.093, 0.095, 0.086, 0.096, 0.129, 0.118, 0.094, 0.116, 0.042, 0.122, 0.108, 0.123, 0.091, 0.085, 0.067, 0.093]}

=====

Record 2
{"formula": "C10H29BrN5O9PS", "method": "ωB97M-V/def2-TZVPD", "e_homo_ev": -8.79, "homo_lumo_gap_ha": 0.330, "total_charge": 0, "fmax_ev_per_a": 0.84, "symbols": ["C", "C", "Br", "C", "P", "N", "N", "C", "C", "C", "O", "C", "S", "O", "O", "H", "H", "H", "H", "H", "H", "H", "H", "H", "H", "H", "H", "H", "H", "H", "H", "H", "H", "H", "H", "C", "N", "O", "O", "H", "H", "H", "C", "N", "O", "O", "H", "H", "H", "C", "N", "O", "O", "H", "H", "H"], "coordinates": [[1.8477, 0.9082, 0.6414], [1.1419, -0.3449, 0.1801], [0.2099, -1.1972, 1.6962], [0.2705, -0.2563, -1.0768], [-0.6686, 1.3437, -1.4975], [-1.5315, 0.5462, -2.7790], [0.7763, 2.1248, -1.9899], [-1.5225, 1.4278, 0.1525], [-2.6041, 0.3302, 0.2486], [-4.0079, 0.8804, 0.1228], [-4.8125, -0.1359, -0.4822], [-1.6891, 2.9431, -2.0851], [-1.0774, 4.4753, -1.4648], [-0.1438, 5.0671, -2.3807], [-0.6251, 4.3178, -0.1093], [1.2292, 1.7941, 0.6702], [2.3303, 0.7418, 1.5893], [2.6456, 1.1026, -0.0680], [1.9118, -1.0635, -0.0309], [-0.4331, -1.0770, -1.0499], [0.9332, -0.4662, -1.9066], [-1.0474, -0.2903, -3.0753], [-2.4872, 0.3410, -2.5163], [1.2434, 2.6434, -1.2593], [0.6636, 2.6807, -2.8256], [-0.8610, 1.3796, 1.0019], [-2.0397, 2.3671, 0.2356], [-2.5172, -0.1020, 1.2327], [-2.4550, -0.4724, -0.4605], [-4.0476, 1.7995, -0.4547], [-4.3921, 1.0778, 1.1202], [-5.6928, 0.2302, -0.6539], [-2.7500, 2.8946, -1.8708], [-1.6189, 3.0275, -3.1595], [-2.1701, 5.2807, -1.4365], [5.7621, 0.8319, 4.5190], [4.6875, 1.0010, 3.5012], [4.9722, 1.5686, 2.4646], [3.5956, 0.5530, 3.7840], [6.6721, 1.2748, 4.1336], [5.4323, 1.3309, 5.4245], [5.8815, -0.2332, 4.6901], [4.8440, -4.0296, -0.5722], [3.5472, -3.3254, -0.3694], [2.9138, -3.0089, -1.3590], [3.2123, -3.1135, 0.7775], [5.0084, -4.1463, -1.6362], [5.6180, -3.4198, -0.1172], [4.7712, -4.9917, -0.0754], [-4.7861, -3.3091, -0.1435], [-3.9450, -4.4296, 0.3626], [-3.2094, -4.9890, -0.4271], [-4.0552, -4.7076, 1.5401], [-4.5844, -3.1765, -1.1989], [-5.8231, -3.5813, 0.0281], [-4.5240, -2.4184, 0.4153]], "lowdin_charge": [-0.149, -0.731, 0.710, -0.318, 0.685, -0.080, -0.074, -0.253, -0.237, -0.249, -0.087, -0.383, 0.610, -0.370, -0.370, 0.056, 0.037, 0.086, 0.029, 0.054, 0.078, 0.046, 0.051, 0.046, 0.045, 0.058, 0.052, 0.077, 0.085, 0.100, 0.122, 0.095, 0.045, 0.051, 0.064, 0.045, -0.446, 0.067, 0.065, 0.092, 0.099, 0.099, 0.047, -0.442, 0.066, 0.060, 0.093, 0.099, 0.100, 0.037, -0.451, 0.061, 0.059, 0.093, 0.100, 0.079]}